110
Properties=species:S:1:pos:R:3:forces:R:3:lowdin_charge:R:1 method="wB97M-V/def2-TZVPD" molar_mass_g_mol=707.87 de_lowest_ev=4.144 e_lumo_ha=-0.045
O -5.8130 1.1918 4.7301 2.0 0.8 0.8 -0.01
O -3.9339 -2.0702 0.8021 -0.8 -3.0 4.7 0.04
O 1.3526 0.3941 -4.2098 -0.1 -0.8 0.3 0.07
O 2.4751 -2.7737 1.2245 1.6 -1.4 1.3 -0.06
O -2.4485 3.8315 0.8717 0.7 2.2 1.6 -0.07
O 0.1908 4.7621 -7.6719 -0.2 -0.8 -1.6 -0.02
O 2.0577 0.4489 6.1895 -0.1 -0.9 0.5 0.06
O 1.3616 -3.1856 4.4230 -3.3 1.5 0.3 -0.03
O 1.1253 -1.7906 -3.9916 0.3 1.5 -0.3 0.05
O 4.6828 -3.8120 -8.0859 1.2 0.1 0.4 -0.04
N -3.7532 1.6452 3.8377 1.7 0.0 -0.6 -0.19
N 1.0576 -0.6148 -3.5834 0.2 -1.5 -0.6 -0.38
N -1.8308 5.4572 2.3580 3.9 4.1 1.9 -0.15
N -0.9248 -2.9025 3.9111 2.3 -0.9 -0.1 -0.14
N -4.4058 -0.6069 -0.7773 -2.3 0.5 -1.5 -0.16
N 2.0075 3.6608 -7.1615 0.9 0.0 1.0 -0.19
N 2.7057 -5.0364 1.4792 2.2 2.3 0.5 -0.19
N 1.4515 1.6578 4.2803 -0.1 -1.4 2.4 -0.18
N 4.7732 -3.2463 -5.9350 -0.7 0.2 -0.6 -0.19
C -5.8228 -0.2355 -0.3049 -2.5 -11.2 -0.2 -0.02
C -0.8173 -0.1019 0.4030 1.4 -4.2 2.7 -0.13
C 3.0454 -3.7110 1.8231 -2.4 0.0 -1.2 -0.30
C 0.9457 3.8166 -7.9484 -0.6 5.4 5.3 -0.31
C -0.8555 -4.1007 3.0703 1.3 3.5 0.1 -0.03
C -0.2983 -1.4860 0.0695 0.7 -0.6 -1.4 -0.02
C 1.7720 -5.2135 0.2889 0.5 -3.2 3.3 -0.02
C 5.3927 -3.4536 -7.1293 -5.5 -1.0 -0.9 -0.30
C 1.1457 2.9028 3.6152 1.6 0.0 -2.2 -0.10
C 0.2650 -2.5590 4.5420 1.2 -2.2 -1.8 -0.26
C 1.7785 1.4895 5.6915 -0.6 2.0 -3.6 -0.29
C 2.8045 2.4714 -7.2452 -6.8 -2.9 4.9 -0.05
C -2.0450 6.0929 3.7071 2.9 1.8 -3.3 0.02
C -2.1543 -2.1737 3.9588 -3.9 -8.1 3.5 -0.06
C -0.0084 0.8888 -1.7741 -1.0 -14.1 8.2 0.15
C -3.6638 -1.6183 -0.2240 2.9 2.8 -5.2 -0.42
C -0.7259 0.9452 -0.4375 3.7 -2.1 -5.5 -0.06
C 0.5537 -0.5203 -2.2671 -3.9 2.3 6.6 -0.05
C 5.4458 -2.7746 -4.7648 0.4 -0.1 1.2 -0.08
C -2.5513 4.5201 1.9467 -2.8 -6.9 -3.9 -0.39
C -0.7376 5.9089 1.4777 -1.3 2.0 -1.3 -0.02
C -2.2839 1.8056 4.1507 -2.3 -1.9 1.5 -0.05
C -4.1461 0.0065 -2.0693 1.2 2.8 -0.9 -0.11
C 2.4274 4.7556 -6.2381 2.5 -0.5 -2.0 -0.02
C -4.6501 1.6003 4.8789 -2.3 -0.4 -2.0 -0.31
C 1.3026 0.4669 3.4664 -1.4 0.6 0.1 -0.07
C 3.3171 -3.6029 -5.7713 2.0 3.0 -9.6 0.01
C 0.3750 -1.7498 -1.3105 -3.3 8.8 2.8 0.08
C -3.9299 1.2252 2.4503 -3.0 -2.8 -2.0 -0.09
C 3.3456 -6.1494 2.2765 2.0 3.2 -0.2 -0.05
H 4.4219 -6.5161 1.8960 -2.4 1.1 1.3 0.13
H 0.2277 0.2659 3.1599 1.0 -0.4 1.1 0.08
H -2.2251 7.2298 3.6160 1.1 -1.8 0.4 0.14
H -1.0790 0.0464 1.5690 0.2 -0.3 -3.1 0.11
H 0.0867 -4.2081 2.6304 2.0 0.9 -1.0 0.04
H -3.1329 -2.8333 3.5974 2.9 1.6 -0.2 0.17
H 2.8132 1.9586 -6.1295 0.2 1.0 -2.8 0.15
H 2.6187 -3.5633 -6.8265 2.5 0.2 2.8 0.18
H 1.7036 0.7512 2.5726 1.1 0.8 -2.9 0.05
H 1.9566 -0.3504 3.6851 -0.3 -0.8 1.1 0.09
H -1.9407 0.9055 4.9199 -0.5 3.0 -1.7 0.15
H -0.4436 -2.4488 0.9757 0.7 3.3 -3.3 0.17
H -4.2895 2.1017 5.8099 0.1 -0.6 -0.4 0.14
H -2.3604 2.8624 4.3556 1.7 0.3 1.2 0.06
H -5.6016 0.6130 -0.0545 0.6 10.1 2.1 -0.06
H -6.8258 -0.5125 -0.9400 3.1 1.0 0.8 0.15
H -3.2998 4.0271 2.5628 -0.5 1.0 1.1 0.12
H 3.6848 2.6430 -7.5431 7.0 1.3 -2.2 0.00
H 2.8488 -3.0531 -5.1543 -2.9 4.0 4.8 -0.03
H 2.3081 1.7623 -7.9236 0.2 0.1 0.3 0.10
H -1.2521 6.5576 0.7182 0.7 -0.7 0.2 0.11
H -0.8213 1.9012 -0.1824 -1.4 3.7 1.5 0.03
H 0.0910 1.5394 -2.3916 1.0 8.4 -6.9 -0.02
H 2.1851 -4.8576 -0.5974 0.1 2.1 -1.2 0.05
H 3.1345 4.4287 -5.4573 -0.7 -0.5 -0.2 0.09
H 2.6473 -6.7825 2.0169 -2.8 -4.8 -1.1 -0.01
H 0.1758 -1.6533 5.0839 0.1 1.0 1.0 0.11
H -3.9099 1.7868 1.4495 1.2 1.0 2.1 0.10
H -4.9706 -0.1034 -2.7591 -0.3 -0.6 -0.1 0.06
H 1.6855 5.3978 -5.8582 -1.3 0.1 0.3 0.06
H -0.7374 -4.8809 3.6691 -1.2 -4.1 2.5 0.06
H -3.2282 -0.3907 -2.5209 -0.3 -0.1 0.2 0.06
H 1.8470 -6.3121 -0.0438 -0.6 1.1 1.3 0.11
H 5.6124 -1.6741 -4.9124 -0.4 -0.7 1.1 0.09
H 0.0029 6.5700 1.8872 -0.1 0.3 1.2 0.08
H -6.0991 -0.7374 0.7449 1.1 0.6 -2.3 0.13
H -2.6211 -2.0843 4.9413 0.9 0.4 0.7 0.09
H 6.4518 -3.2460 -4.7579 -0.5 0.3 0.4 0.08
H 6.3913 -3.3140 -7.3311 2.7 0.6 0.6 0.11
H -1.8585 1.6694 3.1890 1.1 -0.1 -0.5 0.03
H -3.9838 1.2719 -2.2084 -0.3 -3.3 1.4 0.15
H -5.0158 0.9545 2.2804 0.9 -0.3 0.9 0.09
H 1.8287 2.4786 6.1798 -0.1 -0.1 0.2 0.13
H -0.1466 5.1850 0.9569 -0.4 -1.1 -0.1 0.08
H 2.1170 3.5123 3.3637 -1.8 -1.3 -0.3 0.13
H -3.3532 0.2694 2.1994 -0.7 1.1 0.7 0.08
H -1.3375 5.6212 4.3685 0.7 1.0 0.5 0.09
H 3.0856 5.3934 -6.8789 -0.5 0.0 0.5 0.10
H 4.8612 -3.1270 -3.7812 1.4 1.2 -2.2 0.14
H 0.8332 3.1542 -8.6715 -0.8 -3.2 -3.6 0.09
H 0.6164 3.5262 4.2073 -1.4 2.1 2.8 0.01
H 0.7705 -4.9572 0.7360 0.8 0.0 -1.7 0.09
H -2.6042 -1.8262 -0.8202 -2.6 0.4 1.0 0.16
H 3.0661 -5.9914 3.3636 1.5 0.1 -1.1 0.11
H 0.7631 -2.5642 -1.7034 1.6 -4.2 -1.0 0.01
H -2.1141 -1.3314 3.5453 0.1 6.9 -3.8 -0.04
H -2.9095 5.7168 3.9605 -4.8 -1.8 1.7 0.01
H 0.3240 2.8594 2.7856 2.1 -0.6 0.8 0.11
H 3.4208 -4.5166 -5.5875 -0.3 -7.8 2.1 0.01
H 3.7292 -3.5630 2.7301 -0.7 -0.4 -1.2 0.15
H -1.5075 -4.0181 2.2846 -2.3 -0.5 -1.4 0.07

120
Properties=species:S:1:pos:R:3:forces:R:3:lowdin_charge:R:1 method="wB97M-V/def2-TZVPD" molar_mass_g_mol=1218.84 e_lumo_ha=-0.001
Br -2.6775 -5.3445 -0.7578 0.1 0.3 0.2 0.62
Br -2.3438 -4.2401 5.0353 0.0 0.3 -0.1 0.64
Br -0.8681 -4.6580 -3.6882 0.1 0.2 0.2 0.61
Br -3.3450 -0.5769 2.4924 -0.3 -0.2 -0.1 0.72
S -0.1576 7.6572 1.8189 -0.3 0.3 0.5 0.71
S -4.4629 -0.9321 -2.8416 0.3 0.1 -0.3 0.70
S 1.9101 -3.0706 3.5035 -1.5 0.2 1.0 0.70
S -0.1866 -0.7442 0.3608 -0.8 -0.6 0.2 0.69
S 0.8829 0.5270 -4.2215 -1.2 0.2 -0.6 0.67
S 5.5148 -1.5989 -0.5866 1.3 0.6 -0.4 0.70
O -2.6627 3.3284 0.3671 -0.4 -0.3 -0.8 0.00
O -0.9662 -0.3994 -0.8188 -0.4 -0.2 0.2 -0.33
O 0.6383 1.7900 -3.5604 0.0 -0.3 0.2 -0.34
O -4.6845 4.3005 5.1105 0.7 -0.8 -0.5 0.07
O -3.2933 -1.5649 -3.4439 -1.0 0.2 -0.3 -0.35
O -1.3087 8.4227 2.2868 0.9 -0.4 -0.2 -0.35
O -0.4833 -2.0004 1.0655 0.4 1.2 -0.8 -0.36
O 0.7168 8.2437 0.8013 -0.8 -0.9 0.9 -0.35
O 4.2075 -2.0673 -0.2119 -0.2 -0.4 0.0 -0.34
O -2.5720 4.5336 5.3707 0.5 -0.1 0.2 0.05
O 6.6248 -2.4941 -0.8540 -0.6 -0.2 0.4 -0.33
O 1.7191 -0.4727 -3.6226 0.7 -0.5 0.8 -0.33
O 1.1338 -3.8749 4.4411 0.2 0.6 -0.3 -0.35
O -4.6243 0.5050 -2.9489 0.3 -0.2 -0.3 -0.34
O -4.2954 3.1939 -1.0400 -1.4 0.2 0.0 0.12
O 1.6060 -1.6284 3.4210 0.7 -1.7 -0.3 -0.35
N -3.1552 3.0690 -0.7466 2.1 0.2 0.7 -0.42
N -3.5259 4.0149 4.8364 -1.0 0.7 -0.4 -0.43
C -4.4430 -1.3582 -1.1166 -0.4 0.7 -0.1 -0.25
C -0.2360 0.6783 1.4829 0.6 -0.7 0.1 -0.24
C -2.0979 -2.5705 4.0102 1.5 0.0 2.0 -0.69
C 3.7626 -4.8693 3.2462 0.6 1.5 0.3 -0.21
C 6.4596 0.8500 -0.1629 0.4 0.0 -1.1 -0.20
C -6.1436 -1.6594 -3.2882 1.8 0.0 0.2 -0.17
C -0.7759 5.9854 1.3946 0.3 0.1 -0.2 -0.22
C 1.7866 0.9295 -0.0598 -0.1 -0.1 0.7 -0.16
C 1.8061 -3.9947 1.9104 -0.1 0.9 0.9 -0.20
C 0.6377 1.6562 0.7460 0.4 0.8 -0.9 -0.20
C 1.5104 -0.5844 -0.1881 -0.3 0.2 0.1 -0.22
C 1.1345 -0.4902 -6.5463 -0.3 0.7 -1.6 -0.23
C 5.5117 -0.5212 -2.0705 -0.1 0.0 0.5 -0.21
C -0.6677 -0.3714 -4.7173 0.9 0.8 -0.6 -0.18
C -3.2030 3.0398 3.7281 -0.2 -0.5 0.7 0.03
C 6.5929 0.4665 -1.6980 0.0 0.5 0.7 -0.22
C -3.2502 -2.4442 3.1230 -0.8 0.4 -1.0 -0.66
C -5.4509 -2.4745 -0.9991 -0.2 -1.0 -0.3 -0.22
C -6.6551 -2.1169 -1.9224 -0.8 0.2 0.9 -0.21
C 3.0822 -4.8219 1.8944 0.1 -0.2 -1.1 -0.22
C -0.7098 -3.6721 -1.9996 0.1 0.3 -0.8 -0.69
C -2.2168 2.5617 -1.7919 0.2 -0.9 0.1 0.04
C 6.1467 -0.3683 0.6729 -1.1 -1.1 -0.9 -0.20
C 0.8464 7.0907 3.3159 -0.4 0.2 -1.1 -0.18
C 3.6146 -3.4428 3.8837 -0.1 -1.0 -1.0 -0.21
C 1.5553 0.8215 -5.8630 -0.2 -0.5 0.7 -0.22
C 0.7824 5.5490 3.2939 -1.1 0.5 0.3 -0.20
C -0.3388 -0.8010 -6.1663 -0.3 -0.1 -0.6 -0.20
C -0.6114 5.1800 2.6924 0.9 0.6 -0.4 -0.23
C -0.8891 -4.5266 -0.8170 -0.1 -1.4 0.7 -0.68
H 0.3357 7.5644 4.1545 0.0 -0.2 0.0 0.10
H 4.5223 -0.1164 -2.2833 0.0 0.1 0.3 0.10
H -1.8349 1.6015 -1.4166 -0.3 0.1 -0.1 0.07
H -0.9119 -1.1267 -3.9862 0.4 -0.3 0.2 0.07
H 3.8014 -4.3050 1.2397 -0.3 -0.4 -0.1 0.11
H 2.6357 0.8963 -5.7617 0.0 0.1 0.2 0.10
H -3.4073 -1.5111 -0.8246 0.0 -0.4 0.0 0.08
H 5.8657 -1.0860 -2.9288 -0.3 -0.5 0.2 0.11
H 1.1652 1.8066 -6.1833 -0.1 -0.8 -0.3 0.12
H 1.0849 2.4128 1.3951 -0.1 -0.2 0.1 0.11
H 4.8276 -4.9866 3.0537 0.0 -0.5 0.3 0.11
H -1.8094 6.0215 1.0320 0.3 0.3 0.2 0.10
H -2.0370 -1.7374 4.7241 -0.4 -0.4 0.1 0.06
H 5.6167 1.5538 -0.0496 0.8 0.2 0.0 0.12
H -1.4048 5.4472 3.3999 0.2 -0.1 -0.1 0.10
H -0.7132 -3.9806 0.1045 -0.4 0.2 0.0 0.02
H -4.1971 -2.6399 3.6266 0.2 0.2 0.0 0.05
H 0.2883 -3.2460 -1.9902 0.1 0.1 -0.1 0.06
H -2.8149 3.5711 2.8611 -0.2 0.1 0.2 0.06
H -7.4051 -2.9044 -1.9963 0.5 -0.5 -0.3 0.11
H 6.5820 1.3606 -2.3389 -0.1 -0.2 0.3 0.12
H -5.7819 -2.6774 0.0124 -0.2 0.4 0.3 0.11
H 1.8228 7.5535 3.1574 0.0 -0.3 0.2 0.09
H -2.4286 2.4130 4.1662 0.1 0.0 -0.2 0.09
H -7.2743 -1.3948 -1.3641 0.6 0.5 -0.5 0.12
H -4.0654 2.4174 3.4930 -0.1 0.4 0.0 0.08
H 2.1068 -1.2547 0.4238 0.2 0.3 0.1 0.06
H 3.7891 -3.5898 4.9372 -0.3 0.8 0.4 0.10
H -2.7958 2.4101 -2.7047 0.3 0.2 0.2 0.09
H 1.6022 5.1205 2.7290 0.1 0.0 -0.3 0.10
H -1.0279 -0.2227 -6.8030 0.5 0.1 0.0 0.11
H -1.5030 0.3200 -4.7237 0.1 0.3 0.1 0.09
H 2.8861 -5.8375 1.5138 0.2 0.4 0.0 0.13
H 1.1842 -0.3533 -7.6357 -0.2 0.1 0.1 0.11
H 0.8112 5.0976 4.2868 0.2 0.3 0.1 0.11
H 0.8715 -4.5639 1.9418 0.2 0.1 0.3 0.11
H -0.5749 -1.8238 -6.4746 0.1 -0.1 0.8 0.11
H -0.6207 4.1125 2.5199 -0.3 -0.3 -0.2 0.09
H 1.8758 1.3561 -1.0610 0.0 0.1 0.2 0.10
H -1.2528 1.0287 1.6558 0.1 -0.2 -0.3 0.04
H 6.9856 -0.8657 1.1387 0.3 0.0 -0.1 0.10
H -4.7625 -0.4123 -0.6818 -0.3 -0.1 0.4 0.10
H 1.8492 -1.3119 -6.4158 -0.3 0.3 0.8 0.12
H 1.6991 -3.2116 1.1714 0.3 -0.2 -0.5 0.06
H -0.1450 5.6608 0.5594 0.0 -0.2 0.3 0.10
H -0.2395 -5.3997 -0.8070 0.1 0.1 -0.2 0.05
H -1.4489 -2.8867 -2.0414 -0.1 0.3 -0.1 0.02
H -4.9861 -3.4293 -1.2795 0.0 0.2 -0.3 0.07
H 4.2222 -2.6666 3.4126 0.2 -0.2 0.1 0.10
H -5.9634 -2.4753 -3.9814 0.1 -0.4 0.2 0.10
H -3.1788 -3.0501 2.2340 0.0 -0.2 -0.3 0.05
H 7.4609 1.1863 0.1207 -0.6 0.8 0.2 0.11
H 1.5931 -0.8658 -1.2487 -0.4 -0.2 0.4 0.09
H 0.1962 0.3319 2.4234 0.0 -0.1 0.0 0.10
H -0.0050 2.2137 0.0548 0.2 -0.1 0.0 0.09
H 2.7204 1.0604 0.4947 0.0 0.1 -0.2 0.10
H -1.0704 -2.6447 3.6485 -0.5 -0.1 -0.8 0.02
H 5.3678 -0.2354 1.4279 0.0 0.1 -0.2 0.09
H -6.5936 -0.8735 -3.8868 -0.5 0.2 0.6 0.09
H 3.3864 -5.6077 3.9488 0.0 -0.1 -0.1 0.12
H 7.5444 -0.0437 -1.8677 0.0 0.2 0.2 0.11
H -1.3278 3.1801 -1.8826 -0.3 0.4 0.0 0.09

no.,F_max (eV/Å)
1,16.29
2,2.54